ORCA calculation (ωB97M-V with the def2-TZVPD basis set) on a structure of composition C33H34Cl4F6N9O11S5W.

Structure (ORCA input):
```
! wB97M-V def2-TZVPD RIJCOSX def2/J DEFGRID3
* xyz 1 1
W -0.862 0.245 1.260
F -4.916 0.654 -0.881
C -5.019 -0.477 -0.201
F -6.293 -0.762 0.015
F -4.465 -1.465 -0.859
S -4.280 -0.175 1.494
O -2.947 0.497 1.441
O -5.275 0.621 2.121
N -4.076 -1.627 2.043
S -2.876 -1.825 3.043
O -3.046 -1.275 4.346
O -1.576 -1.538 2.390
C -2.846 -3.666 3.153
F -3.929 -4.087 3.771
F -1.766 -4.010 3.845
F -2.778 -4.185 1.941
O -2.214 -0.102 -2.118
Cl -1.330 -0.995 -1.471
O -0.847 -2.022 -2.320
O -0.170 -0.245 -0.906
O -1.923 -1.554 -0.251
N -2.448 4.505 -5.704
C -2.396 4.288 -4.349
C -3.101 3.223 -3.773
C -3.019 2.984 -2.420
C -2.223 3.800 -1.621
C -1.516 4.863 -2.176
C -1.605 5.105 -3.529
S -2.142 3.507 0.090
O -3.401 3.021 0.572
O -1.545 4.651 0.727
N -1.075 2.239 0.306
C 0.230 2.413 0.048
N 0.886 1.352 0.579
C 2.198 1.233 0.376
C 2.881 2.217 -0.297
C 2.129 3.299 -0.764
N 0.821 3.409 -0.606
H -3.196 4.076 -6.221
H -2.155 5.402 -6.049
H -3.719 2.590 -4.398
H -3.571 2.172 -1.974
H -0.911 5.490 -1.538
H -1.063 5.935 -3.967
H 2.685 0.348 0.765
H 3.944 2.152 -0.464
H 2.608 4.112 -1.299
Cl 4.675 -8.625 -3.782
C 4.157 -7.238 -2.887
C 5.095 -6.435 -2.260
C 4.666 -5.321 -1.559
C 3.318 -4.992 -1.479
C 2.864 -3.762 -0.727
C 2.464 -4.116 0.701
N 1.936 -2.927 1.368
C 2.523 -2.199 2.375
C 1.772 -1.081 2.529
N 0.747 -1.109 1.600
C 0.877 -2.247 0.932
O 3.851 -2.754 -0.643
C 3.718 -1.744 -1.656
C 3.782 -2.289 -3.050
C 4.933 -2.666 -3.675
Cl 6.522 -2.522 -3.044
S 4.658 -3.392 -5.197
C 2.968 -3.181 -5.032
C 2.643 -2.581 -3.857
C 2.404 -5.829 -2.109
Cl 0.701 -5.468 -2.040
C 2.805 -6.949 -2.818
H 6.146 -6.675 -2.329
H 5.388 -4.670 -1.084
H 1.976 -3.361 -1.233
H 3.326 -4.463 1.267
H 1.703 -4.896 0.693
H 3.406 -2.539 2.885
H 1.879 -0.270 3.228
H 0.220 -2.603 0.157
H 4.534 -1.048 -1.471
H 2.761 -1.224 -1.519
H 2.306 -3.502 -5.820
H 1.625 -2.357 -3.565
H 2.078 -7.579 -3.309
C -3.026 4.450 3.460
N -2.398 3.148 3.718
C -3.356 2.149 4.187
C -1.117 2.907 3.510
S -0.498 1.235 3.352
N -0.228 3.899 3.522
C 1.123 3.771 2.990
C -0.418 5.118 4.310
H -3.945 4.245 2.911
H -2.389 5.054 2.828
H -3.275 4.961 4.390
H -3.826 2.536 5.092
H -2.868 1.210 4.418
H -4.117 2.008 3.428
H 1.172 2.988 2.248
H 1.832 3.553 3.791
H 1.391 4.718 2.522
H -1.228 4.990 5.021
H -0.616 5.982 3.676
H 0.501 5.294 4.869
*
```

max |F|: 0.54 eV/Å
E_HOMO (spin up / spin down): -10.26 / -10.26 eV
LUMO level (spin up / spin down): -0.131 / -0.132 Eh
calculated total energy: -193090.6200 eV

=====

ORCA calculation (ωB97M-V with the def2-TZVPD basis set) on a cluster of 2 separate species, C33H34FN3O4S2 in total in a non-equilibrium geometry.

Structure (ORCA input):
```
! wB97M-V def2-TZVPD RIJCOSX def2/J DEFGRID3
* xyz 0 1
C 5.583 4.229 0.813
C 4.557 3.215 1.216
C 3.365 3.085 0.495
C 2.360 2.180 0.878
C 1.089 2.121 0.084
C 2.549 1.426 2.051
N 1.439 0.735 2.615
C 0.478 0.017 1.977
N -0.405 -0.447 2.894
C -1.521 -1.282 2.680
C -1.461 -2.230 1.599
C -0.356 -2.246 0.737
C -2.529 -3.172 1.498
C -3.626 -3.155 2.357
C -4.710 -4.194 2.244
C -3.672 -2.166 3.350
C -2.656 -1.207 3.495
C -2.903 -0.172 4.545
C -0.007 0.061 4.148
C 1.080 0.801 3.974
C 3.752 1.525 2.782
C 4.022 0.731 4.014
C 4.739 2.411 2.342
H 6.530 4.050 1.323
H 5.759 4.200 -0.265
H 5.256 5.244 1.066
H 3.180 3.751 -0.356
H 1.027 1.219 -0.546
H 0.180 2.174 0.702
H 1.077 2.987 -0.592
H -0.457 -1.976 -0.322
H 0.512 -0.269 0.932
H 0.635 -2.476 1.118
H -2.458 -3.950 0.734
H -5.524 -3.964 2.938
H -5.132 -4.247 1.231
H -4.335 -5.200 2.477
H -4.529 -2.132 4.026
H -3.978 0.034 4.581
H -2.637 -0.572 5.533
H -2.401 0.786 4.405
H -0.558 -0.142 5.044
H 1.587 1.421 4.689
H 5.102 0.697 4.179
H 3.594 1.207 4.902
H 3.670 -0.300 3.949
H 5.672 2.485 2.899
C 2.057 3.900 -4.075
C 1.282 3.434 -5.142
C 0.991 2.076 -5.245
C 1.442 1.216 -4.249
S 1.215 -0.544 -4.447
N -0.424 -0.684 -3.691
F -0.186 -0.455 -2.126
S -0.908 -2.420 -3.878
C -2.580 -2.299 -3.262
C -2.797 -2.676 -1.943
C -4.093 -2.617 -1.434
C -5.157 -2.293 -2.278
C -4.929 -2.007 -3.629
C -3.628 -2.015 -4.132
O -1.002 -2.692 -5.289
O -0.106 -3.209 -2.983
O 1.067 -0.773 -5.858
O 2.152 -1.268 -3.628
C 2.242 1.651 -3.199
C 2.558 3.006 -3.121
H 2.297 4.963 -4.001
H 0.911 4.117 -5.904
H 0.415 1.669 -6.070
H -1.953 -2.990 -1.337
H -4.266 -2.828 -0.380
H -6.176 -2.295 -1.886
H -5.758 -1.773 -4.294
H -3.405 -1.783 -5.168
H 2.592 0.927 -2.465
H 3.210 3.361 -2.324
*
```

max |F|: 3.62 eV/Å
E_HOMO: -4.74 eV
LUMO level: -0.014 Eh
calculated total energy: -71813.4242 eV

=====

ORCA calculation (ωB97M-V with the def2-TZVPD basis set) on a structure of composition C33H34GeIrN4OS.

Structure (ORCA input):
```
! wB97M-V def2-TZVPD RIJCOSX def2/J DEFGRID3
* xyz 3 5
Ir -0.913 -0.081 -0.206
C 3.859 3.219 -2.676
C 3.805 2.991 -1.175
N 3.224 1.673 -0.842
C 4.204 0.589 -0.671
C 4.697 0.488 0.765
C 1.925 1.501 -0.685
S 1.380 -0.075 -0.182
N 1.173 2.614 -0.905
C -0.118 2.778 -0.841
O -1.078 1.962 -0.658
C -0.526 4.210 -0.998
C 0.375 5.138 -1.640
C 0.032 6.453 -1.783
C -1.203 6.883 -1.285
C -2.104 5.968 -0.641
C -1.768 4.651 -0.507
H 4.337 4.175 -2.888
H 2.857 3.224 -3.109
H 4.442 2.444 -3.174
H 3.233 3.761 -0.667
H 4.808 2.993 -0.750
H 5.029 0.815 -1.345
H 3.755 -0.345 -1.004
H 5.158 1.421 1.089
H 5.448 -0.298 0.838
H 3.882 0.248 1.448
H 1.314 4.754 -2.011
H 0.696 7.152 -2.272
H -1.495 7.921 -1.382
H -3.048 6.341 -0.267
H -2.431 3.951 -0.023
N -3.064 -0.060 -0.318
C -3.683 -0.355 0.973
C -5.013 -0.624 1.115
C -5.546 -0.897 2.394
C -4.738 -0.893 3.496
C -3.354 -0.628 3.368
C -2.449 -0.641 4.454
C -1.119 -0.411 4.237
C -0.675 -0.163 2.930
N -1.495 -0.128 1.898
C -2.829 -0.358 2.091
H -3.438 -0.685 -1.028
H -3.316 0.882 -0.616
H -5.668 -0.628 0.251
H -6.602 -1.107 2.491
H -5.146 -1.099 4.477
H -2.820 -0.842 5.452
H -0.403 -0.421 5.046
H 0.374 0.009 2.720
Ge -0.953 -2.392 -0.972
C 0.420 -3.105 -2.223
C 0.948 -2.344 -3.304
C 1.706 -2.953 -4.256
C 2.010 -4.345 -4.133
C 1.543 -5.106 -3.038
C 0.780 -4.494 -2.090
C -0.723 -3.275 0.738
C 0.548 -3.331 1.317
C 0.719 -3.900 2.571
C -0.382 -4.397 3.259
C -1.650 -4.332 2.695
C -1.825 -3.768 1.439
H -2.277 -2.775 -1.665
H 0.710 -1.291 -3.383
H 2.081 -2.408 -5.112
H 2.621 -4.818 -4.893
H 1.792 -6.156 -2.964
H 0.412 -5.052 -1.237
H 1.415 -2.942 0.791
H 1.707 -3.963 3.009
H -0.248 -4.847 4.234
H -2.501 -4.736 3.228
H -2.817 -3.737 1.002
*
```

max |F|: 0.21 eV/Å
E_HOMO (spin up / spin down): -15.61 / -16.02 eV
LUMO level (spin up / spin down): -0.310 / -0.436 Eh
⟨S²⟩: 6.05
calculated total energy: -112943.7452 eV